# 1
182
Properties=species:S:1:pos:R:3 method="wB97M-V/def2-TZVPD" mol_weight_da=897.6 e_tot_ev=-74006.819 smiles="CCN(CC)CC.CCN(CC)CC.CCN(CC)CC.CCN(CC)CC.CCN(CC)CC.CCN(CC)CC.CC(C)=O.CC(C)=O.CC(C)=O.CC(C)=O.CC(C)=O" orbital_gap_ev=8.057
C 0.3002 4.4066 -1.5202
C -0.9709 5.2077 -1.2810
N -0.6376 6.4333 -0.4732
C -0.1293 7.4608 -1.3354
C 0.3875 8.6692 -0.6411
C -1.7981 6.9278 0.3048
C -2.0897 6.0882 1.5109
H 1.0360 5.0761 -1.9505
H 0.1316 3.5475 -2.1758
H 0.7165 4.0408 -0.5765
H -1.3375 5.5346 -2.2804
H -1.7217 4.5916 -0.8049
H 0.6846 7.0890 -1.9599
H -0.8975 7.7942 -2.0850
H 0.9389 8.3708 0.2468
H 0.9941 9.2336 -1.3424
H -0.4282 9.3016 -0.2996
H -2.7072 7.1669 -0.2959
H -1.5217 7.9204 0.6911
H -1.1886 5.6940 1.9745
H -2.6821 5.2083 1.2331
H -2.6896 6.6227 2.2503
C 3.2060 -0.4325 5.7152
C 3.0692 -0.7724 4.2456
N 2.7534 -2.1258 4.0713
C 3.6709 -3.0640 4.5666
C 4.9832 -3.1248 3.8809
C 2.1566 -2.4228 2.8597
C 1.9016 -3.8844 2.6911
H 2.3917 -0.8710 6.3043
H 3.2908 0.6435 5.8556
H 4.1259 -0.8573 6.1433
H 2.2803 -0.1514 3.8210
H 4.0540 -0.5437 3.7825
H 3.8141 -2.9712 5.6447
H 3.1660 -4.0350 4.4860
H 5.4445 -2.1578 3.6990
H 5.6990 -3.7032 4.5019
H 4.9719 -3.7284 2.9603
H 2.7224 -2.0050 2.0044
H 1.2072 -1.8651 2.9223
H 1.2330 -3.9887 1.8142
H 1.4090 -4.3703 3.5195
H 2.7996 -4.3681 2.2874
C -4.0561 5.5039 4.8607
C -5.3941 5.0910 4.2145
N -5.5458 3.7100 3.7512
C -5.6657 2.8124 4.7989
C -6.9977 2.8844 5.4718
C -4.5193 3.3176 2.8222
C -5.0926 2.2969 1.8021
H -4.1103 6.5872 5.0143
H -3.2521 5.3579 4.1326
H -3.7811 4.9806 5.7726
H -6.2708 5.4643 4.7568
H -5.4691 5.7133 3.2915
H -5.4409 1.7863 4.4767
H -4.8495 2.9820 5.5501
H -6.9564 2.3817 6.4282
H -7.2774 3.9249 5.6416
H -7.7557 2.4654 4.8098
H -3.6202 2.9026 3.3424
H -4.1370 4.1519 2.2450
H -5.6659 1.5280 2.3134
H -4.2957 1.8364 1.2145
H -5.7784 2.8342 1.1454
C -1.0508 0.9734 0.8524
C 0.2217 0.2523 0.5094
N 0.0780 -0.4853 -0.7264
C -0.9368 -1.4217 -0.7561
C -0.6077 -2.6883 0.0078
C 1.2439 -0.9436 -1.4052
C 2.4483 0.0837 -1.4956
H -1.8871 0.3823 1.2380
H -1.4020 1.5752 0.0156
H -0.8294 1.6791 1.6747
H 1.0043 1.0014 0.3190
H 0.6471 -0.3415 1.3606
H -1.0282 -1.7166 -1.8072
H -1.8590 -0.9016 -0.4937
H -1.3467 -3.4635 -0.2259
H -0.6605 -2.5529 1.0956
H 0.3803 -3.0218 -0.2542
H 1.6361 -1.8834 -0.9556
H 0.9534 -1.1225 -2.4508
H 3.1010 -0.2744 -2.2929
H 2.0184 1.0279 -1.8977
H 2.9851 0.3565 -0.5944
C 7.2637 3.4665 0.9639
C 5.8286 3.8828 1.1555
N 5.6051 5.3073 0.8085
C 5.9132 6.1382 1.8869
C 6.2027 7.5487 1.4603
C 4.2909 5.5715 0.3210
C 4.0673 4.9770 -1.0488
H 7.4545 3.1175 -0.0441
H 7.5173 2.6275 1.6320
H 7.9212 4.2792 1.2575
H 5.1795 3.2580 0.5490
H 5.5470 3.6802 2.2192
H 5.0359 6.1471 2.5752
H 6.7474 5.7466 2.4587
H 5.4130 7.9450 0.8101
H 6.2218 8.2514 2.3074
H 7.1469 7.6525 0.9238
H 4.2109 6.6499 0.2078
H 3.5342 5.2014 1.0413
H 3.2695 5.5334 -1.5589
H 3.9041 3.9148 -1.0198
H 4.9169 5.2638 -1.6882
C -5.3007 -6.8309 -4.1859
C -4.0861 -6.3203 -3.3920
N -3.2322 -5.6015 -4.1702
C -2.2270 -4.9288 -3.4793
C -1.7710 -3.6483 -4.1518
C -2.8284 -6.1997 -5.4394
C -2.1444 -7.5995 -5.3448
H -5.9806 -7.3594 -3.5220
H -4.9820 -7.6056 -4.9027
H -5.7824 -6.0431 -4.7536
H -4.4284 -5.7212 -2.5395
H -3.5775 -7.2004 -2.9266
H -2.5657 -4.6506 -2.4748
H -1.3192 -5.5555 -3.2893
H -1.2548 -3.8209 -5.0959
H -2.6169 -2.9807 -4.3130
H -1.0481 -3.1666 -3.4895
H -2.1968 -5.4945 -5.9913
H -3.7017 -6.2657 -6.1215
H -2.8608 -8.3156 -4.9367
H -1.2942 -7.5403 -4.6631
H -1.8513 -7.9860 -6.3168
C 3.5607 -4.4845 -2.0725
C 4.7496 -5.1307 -1.3113
C 6.0259 -5.3097 -2.0919
O 4.7170 -5.2958 -0.0812
H 2.6411 -5.0595 -1.8820
H 3.6708 -4.5062 -3.1572
H 3.4105 -3.4684 -1.7102
H 6.3017 -4.2938 -2.4370
H 5.9265 -5.9091 -2.9998
H 6.8340 -5.6974 -1.4801
C -3.0722 -1.8976 2.6374
C -4.1352 -1.8824 1.5887
C -4.4566 -3.1461 0.8708
O -4.7284 -0.9132 1.3351
H -2.1118 -1.8576 2.0938
H -3.1599 -2.6930 3.3505
H -3.0971 -0.9128 3.1308
H -5.5375 -3.2938 0.9492
H -3.9564 -4.0377 1.2303
H -4.2030 -2.9982 -0.1865
C 4.7253 0.5203 -4.4625
C 4.9779 -0.9673 -4.2785
C 3.8689 -1.9255 -4.7936
O 5.8278 -1.3221 -3.5971
H 3.6599 0.7168 -4.3156
H 5.0281 0.8949 -5.4414
H 5.2690 1.0510 -3.6858
H 4.2598 -2.9391 -4.8291
H 3.6763 -1.6198 -5.8405
H 2.9521 -1.8694 -4.2189
C -3.7334 0.7042 -1.7411
C -4.8783 1.6113 -2.1901
C -6.2299 0.9675 -2.4292
O -4.7804 2.8128 -2.1263
H -3.5888 -0.1593 -2.4072
H -3.8790 0.2762 -0.7444
H -2.8080 1.2888 -1.7522
H -6.1662 0.0521 -3.0133
H -6.8689 1.6875 -2.9547
H -6.7278 0.7918 -1.4737
C -1.5084 -6.8558 -0.5898
C -0.0615 -6.8702 -0.7796
C 0.5615 -8.1018 -1.4683
O 0.5789 -5.9439 -0.4775
H -1.8970 -6.1478 0.1318
H -1.8807 -7.8462 -0.2534
H -2.0508 -6.7571 -1.5336
H 0.1937 -9.0368 -1.0224
H 1.6230 -8.1086 -1.2062
H 0.4180 -8.0567 -2.5411

***

# 2
83
Properties=species:S:1:pos:R:3 method="wB97M-V/def2-TZVPD" s2=3.767 mol_weight_da=969.0 e_tot_ev=-117405.925 charge=-1 orbital_gap_ev="5.476 / 6.182" multiplicity=4
V 0.6267 -0.8586 -0.1516
C -3.1028 -3.7822 0.4883
C -1.8012 -3.3607 0.2552
N -1.4223 -2.1239 0.5564
C -2.3302 -1.3062 1.0871
C -3.6394 -1.7442 1.2958
N -4.0277 -2.9763 1.0013
C -1.8695 0.0647 1.4049
C -2.6866 1.0244 1.9677
C -2.1909 2.3180 2.1320
C -0.8849 2.5767 1.7628
C -0.0997 1.5544 1.2248
N -0.6071 0.3246 1.0442
C 1.3069 1.7002 0.8761
C 2.0506 2.8678 1.0821
N 3.3500 2.9417 0.8729
C 3.9382 1.8139 0.4430
C 3.2348 0.6631 0.1862
N 1.9115 0.6058 0.3812
C -3.0588 3.3860 2.6645
C -3.0330 4.6680 2.1221
C -3.8752 5.6360 2.6447
N -4.7207 5.4220 3.6492
C -4.7415 4.1961 4.1623
C -3.9448 3.1560 3.7127
H -3.3974 -4.7957 0.2447
H -1.0403 -4.0050 -0.1676
H -4.3943 -1.0828 1.7009
H -3.7116 0.8074 2.2266
H -0.4622 3.5597 1.9123
H 1.5584 3.7666 1.4343
H 5.0087 1.8437 0.2828
H 3.6921 -0.2315 -0.2165
H -2.3927 4.9066 1.2831
H -3.8700 6.6364 2.2252
H -5.4295 4.0302 4.9848
H -4.0004 2.1871 4.1915
O 0.8455 -4.6979 -4.7257
C -0.3923 -4.2365 -4.6789
O -1.2637 -4.6445 -5.4141
C -0.6737 -3.1756 -3.6777
C -1.8920 -2.5363 -3.5474
N -1.7666 -1.6468 -2.5465
N -0.5360 -1.6561 -2.0323
C 0.1388 -2.5681 -2.6945
C 1.5867 -2.6779 -2.3272
O 2.3079 -3.4571 -2.9677
O 1.9401 -1.8997 -1.3963
H 1.4421 -4.2603 -4.0359
H -2.8055 -2.6509 -4.1047
H -2.4036 -0.9169 -2.2531
Cl -0.4243 5.2483 -5.3504
C -0.3411 3.9372 -4.1978
C -1.4806 3.5191 -3.5764
C -1.4378 2.4755 -2.6414
I -3.2099 1.9044 -1.7065
C -0.2641 1.7981 -2.2840
O -0.2204 0.8634 -1.4357
C 0.9464 2.2793 -2.9595
N 2.0963 1.6598 -2.6155
C 3.2075 2.0364 -3.1920
C 3.2766 3.0603 -4.1548
C 2.1267 3.7060 -4.5081
C 0.9061 3.3267 -3.9063
H -2.4238 3.9994 -3.7986
H 4.1126 1.5135 -2.8953
H 4.2273 3.3232 -4.5992
H 2.1320 4.5009 -5.2409
O 1.1288 -4.1772 0.4370
C 1.5543 -3.4553 1.3233
N 1.3427 -2.1096 1.4419
C 1.8656 -1.6546 2.6235
O 1.7971 -0.5199 3.0647
C 2.5395 -2.8116 3.3140
C 3.2301 -2.8835 4.5069
C 3.7438 -4.1273 4.8648
C 3.5579 -5.2449 4.0531
C 2.8517 -5.1590 2.8571
C 2.3546 -3.9188 2.5097
H 3.3604 -2.0070 5.1277
H 4.3005 -4.2346 5.7878
H 3.9756 -6.1943 4.3655
H 2.6965 -6.0190 2.2191

***

# 3
25
Properties=species:S:1:pos:R:3 method="wB97M-V/def2-TZVPD" mol_weight_da=288.0 e_tot_ev=-44037.304 charge=+4 orbital_gap_ev=3.023
Na 5.9830 -3.0889 -0.7961
Na 4.4360 -1.3909 4.7234
Na 4.9768 1.3738 -1.3555
Na 1.8721 3.0984 4.1863
Na 1.1901 -4.8088 2.0796
Na -1.6720 -2.1652 5.4097
C 1.0493 -0.3018 0.9332
O 0.4184 0.6371 0.5173
O 1.7909 -0.9416 0.2271
O 0.9533 -0.6077 2.1037
O -1.7990 2.4368 -3.4060
H -2.2771 1.8041 -3.9420
H -1.3632 1.9058 -2.7394
O -3.9918 2.5519 1.0524
H -3.6174 3.0208 1.7982
H -3.2616 2.0461 0.6958
O 0.6183 5.3834 0.3555
H -0.0435 5.7645 0.9326
H 0.3086 4.4929 0.1903
O 1.3716 -4.4746 -3.1853
H 0.8624 -5.1377 -2.7191
H 1.5211 -3.7869 -2.5365
O -3.3638 -2.5050 -1.7873
H -2.5104 -2.1105 -1.6073
H -3.4520 -3.1960 -1.1308